Entry 1:
Below is a structure of composition C33H52N9O4SbSi3Tb in a non-equilibrium geometry, with properties calculated with wB97M-V/def2-TZVPD.

Cartesian coordinates (Å):
Tb -3.075 -1.088 1.043
N -3.394 1.611 2.428
C -4.740 2.017 2.832
C -5.504 0.798 3.288
C -5.114 -0.326 2.427
O -5.348 -0.202 1.216
O -4.311 -1.252 2.875
H -2.747 1.631 3.228
H -3.026 2.272 1.758
H -5.265 2.355 1.946
H -4.681 2.770 3.616
H -6.618 0.926 3.243
H -5.273 0.544 4.338
N -1.759 2.264 -0.208
C -2.697 1.733 -1.091
N -3.248 2.615 -1.907
C -4.117 2.059 -2.758
N -4.830 2.873 -3.549
N -4.292 0.736 -2.930
C -3.765 -0.013 -2.002
N -3.096 0.450 -0.970
C -3.995 -1.491 -2.109
C -4.319 -2.076 -3.325
C -4.387 -3.435 -3.451
C -4.163 -4.229 -2.354
C -3.878 -3.617 -1.150
N -3.768 -2.282 -1.005
H -1.373 3.158 -0.530
H -1.007 1.611 0.108
H -4.538 3.828 -3.658
H -5.327 2.417 -4.290
H -4.496 -1.489 -4.222
H -4.612 -3.882 -4.406
H -4.245 -5.341 -2.423
H -3.630 -4.127 -0.212
C 3.122 1.106 2.199
Sb 1.420 1.056 0.898
C 0.368 -0.904 1.631
C -0.105 -0.384 3.045
C -0.966 -1.202 3.853
C -1.337 -0.788 5.137
C -1.058 0.495 5.505
C -0.264 1.283 4.655
N 0.205 0.856 3.477
Si 1.170 -2.698 1.712
C 2.821 -2.574 2.553
C 0.378 -4.038 2.775
C 1.398 -3.137 -0.057
C 2.761 0.845 -0.972
C 1.886 0.092 -1.956
C 2.252 -0.287 -3.255
C 1.317 -0.677 -4.207
C 0.038 -0.987 -3.768
C -0.192 -0.772 -2.427
N 0.676 -0.183 -1.542
Si 2.769 2.688 -1.579
C 1.048 3.285 -2.068
C 3.766 3.028 -3.137
C 3.161 3.847 -0.126
Si 4.568 0.170 -0.921
C 5.661 1.046 0.315
C 4.644 -1.648 -0.616
C 5.447 0.262 -2.616
H 3.592 2.090 2.188
H 3.848 0.332 2.025
H 2.768 0.866 3.202
H -1.227 -2.207 3.554
H -1.817 -1.482 5.833
H -1.371 0.920 6.462
H 0.115 2.269 5.014
H 2.715 -2.343 3.626
H 3.376 -1.776 2.096
H 3.401 -3.532 2.471
H 0.385 -3.793 3.835
H 0.945 -4.996 2.715
H -0.659 -4.318 2.535
H 1.653 -2.197 -0.510
H 0.486 -3.532 -0.569
H 2.202 -3.868 -0.183
H 3.237 -0.046 -3.626
H 1.658 -0.821 -5.246
H -0.722 -1.381 -4.406
H -1.097 -1.131 -1.966
H 0.718 4.139 -1.454
H 0.345 2.471 -1.971
H 1.009 3.603 -3.098
H 3.342 2.421 -3.921
H 4.852 2.804 -3.071
H 3.571 4.089 -3.345
H 2.387 3.875 0.671
H 3.093 4.831 -0.624
H 4.151 3.861 0.314
H 5.743 0.606 1.298
H 5.305 2.058 0.519
H 6.672 1.241 -0.039
H 4.561 -1.951 0.453
H 5.664 -2.015 -0.924
H 3.883 -2.197 -1.156
H 5.846 -0.727 -2.847
H 6.255 0.997 -2.526
H 4.895 0.623 -3.450
O -0.800 -0.981 0.827
O -1.295 -2.402 0.992

Properties
Highest occupied orbital energy (spin up / spin down)   -10.11 / -10.11 eV
Lowest unoccupied orbital energy (spin up / spin down)   -3.292 / -3.290 eV
HOMO-LUMO gap (spin up / spin down)   6.82 / 6.82 eV
Spin multiplicity   7
E   -109270.5301 eV
Charge   +1

***

Entry 2:
Below is the molecule C4H7FN2 in a non-equilibrium geometry, with properties calculated with wB97M-V/def2-TZVPD.

Cartesian coordinates (Å):
C 1.020 -0.756 0.625
C -0.505 0.008 -1.310
C -0.312 1.231 0.783
C -0.350 -0.153 0.180
N 0.953 -1.743 1.437
N -1.326 -0.727 -1.888
F -1.252 -0.691 -3.295
H 1.805 -0.157 0.438
H 0.098 0.710 -1.990
H 0.508 1.883 0.365
H -1.301 1.793 0.564
H -0.060 1.396 1.863
H -1.199 -0.753 0.512
H 1.922 -2.040 1.718

Properties
Highest occupied orbital energy (spin up / spin down)   -6.08 / -10.84 eV
Lowest unoccupied orbital energy (spin up / spin down)   0.888 / -3.095 eV
HOMO-LUMO gap (spin up / spin down)   6.97 / 7.74 eV
Spin multiplicity   3
E   -9951.3086 eV
Energy relative to the best compared isomer or geometry (same formula, charge and spin)   59.4 kcal/mol

***

Entry 3:
Below is a cluster of 2 separate species, C4H9N3O3S in total in a non-equilibrium geometry, with properties calculated with wB97M-V/def2-TZVPD.

Cartesian coordinates (Å):
C -1.235 0.281 -1.316
C 1.604 -1.101 -0.039
C -3.239 -1.625 0.762
C 2.284 1.873 1.401
N -2.161 -0.132 -0.646
N 1.505 -0.152 0.800
N -0.517 1.088 -1.895
O 0.750 -2.104 -0.092
O -1.968 -1.029 0.450
O 2.681 0.696 0.797
S 3.025 -1.494 -1.047
H -2.949 -2.473 1.540
H -3.453 -2.262 -0.087
H -3.938 -1.011 1.248
H 2.313 1.779 2.475
H 1.259 2.253 0.982
H 3.144 2.618 1.253
H 3.141 -0.184 -1.355
H 0.119 0.820 -2.745
H -0.100 -1.801 0.356

Properties
Highest occupied orbital energy (spin up / spin down)   -5.99 / -8.92 eV
Lowest unoccupied orbital energy (spin up / spin down)   0.637 / -2.964 eV
HOMO-LUMO gap (spin up / spin down)   6.63 / 5.96 eV
Spin multiplicity   3
E   -25732.0873 eV

***

Entry 4:
Below is the molecule C5H8N2, with properties calculated with wB97M-V/def2-TZVPD.

Cartesian coordinates (Å):
C -2.517 -0.279 -0.275
N -1.181 0.089 0.135
C -0.086 -0.658 -0.125
C 1.016 0.135 0.095
C 2.448 -0.282 -0.015
C 0.456 1.371 0.495
N -0.873 1.347 0.487
H -2.534 -0.155 -1.368
H -3.224 0.402 0.189
H -2.803 -1.303 0.017
H -0.175 -1.721 -0.309
H 3.080 0.479 -0.483
H 2.536 -1.189 -0.621
H 2.876 -0.503 0.968
H 0.981 2.266 0.810

Properties
Highest occupied orbital energy   -8.87 eV
Lowest unoccupied orbital energy   1.007 eV
HOMO-LUMO gap   9.88 eV
Structure (SMILES)   Cc1cnn(C)c1
E   -8294.3354 eV
Energy relative to the best compared isomer or geometry (same formula, charge and spin)   15.2 kcal/mol

***

Entry 5:
Below is the molecule C3H3N3O2 in a non-equilibrium geometry, with properties calculated with wB97M-V/def2-TZVPD.

Cartesian coordinates (Å):
C -0.116 0.009 -0.971
C 0.881 -0.550 1.164
C -0.174 0.592 1.346
H -1.052 0.250 -2.682
H 1.404 -1.377 -0.893
H -1.596 1.273 -0.117
N -0.472 -0.385 -2.130
N 0.852 -0.725 -0.256
N -0.616 0.901 0.062
O 1.424 -1.055 2.054
O -0.534 1.066 2.423

Properties
Highest occupied orbital energy   -10.35 eV
Lowest unoccupied orbital energy   -0.226 eV
HOMO-LUMO gap   10.13 eV
Structure (SMILES)   N=C1NC(=O)C(=O)N1
E   -11724.8470 eV
Energy relative to the best compared isomer or geometry (same formula, charge and spin)   25.6 kcal/mol

***

Entry 6:
Below is the molecule C6H13NO in a non-equilibrium geometry, with properties calculated with wB97M-V/def2-TZVPD.

Cartesian coordinates (Å):
C 0.103 -0.595 -0.683
C 1.275 1.007 1.835
C -0.760 -1.751 -1.042
C 1.560 -0.750 -0.905
C -1.951 0.592 0.302
C -0.463 0.560 0.002
O 0.160 0.231 1.471
N 0.106 1.521 -0.787
H -0.567 2.268 -0.956
H 1.556 1.708 1.037
H 2.129 0.358 2.066
H 1.039 1.594 2.731
H -1.089 -2.234 -0.117
H -1.664 -1.415 -1.553
H -0.244 -2.491 -1.652
H 1.923 -1.546 -0.244
H 2.095 0.174 -0.722
H 1.749 -1.083 -1.930
H -2.157 1.499 0.868
H -2.537 0.618 -0.619
H -2.261 -0.266 0.898

Properties
Highest occupied orbital energy (spin up / spin down)   -8.15 / -8.15 eV
Lowest unoccupied orbital energy (spin up / spin down)   -0.304 / -0.306 eV
HOMO-LUMO gap (spin up / spin down)   7.85 / 7.84 eV
E   -9966.7624 eV
Energy relative to the best compared isomer or geometry (same formula, charge and spin)   101.7 kcal/mol

***

Entry 7:
Below is a structure of composition C13H16Br2Cl3LiN4Si, with properties calculated with wB97M-V/def2-TZVPD.

Cartesian coordinates (Å):
Li -0.762 -0.712 -0.523
N -1.066 -2.579 0.601
C -1.127 -2.565 2.074
C -1.891 -1.357 2.607
C -1.154 -0.024 2.498
N -1.185 0.508 1.125
H -2.012 -2.701 0.238
H -0.569 -3.408 0.290
H -0.105 -2.537 2.463
H -1.591 -3.476 2.464
H -2.115 -1.540 3.660
H -2.856 -1.282 2.091
H -0.108 -0.168 2.786
H -1.588 0.680 3.213
H -0.726 1.412 1.098
H -2.153 0.689 0.851
Br 1.761 4.870 -3.717
C 1.037 3.336 -2.892
C -0.272 2.972 -3.136
C -0.741 1.825 -2.511
N 0.003 1.086 -1.692
C 1.263 1.458 -1.457
C 1.829 2.580 -2.049
C 2.034 0.583 -0.521
C 3.248 0.984 0.027
C 3.899 0.114 0.879
Br 5.543 0.618 1.651
C 3.349 -1.119 1.171
C 2.129 -1.419 0.587
N 1.482 -0.598 -0.233
H -0.908 3.549 -3.792
H -1.758 1.489 -2.677
H 2.858 2.858 -1.883
H 3.674 1.953 -0.185
H 3.843 -1.818 1.831
H 1.646 -2.367 0.791
Cl -3.985 0.616 -0.883
Si -2.954 -1.026 -1.925
Cl -4.089 -2.666 -1.105
Cl -3.886 -0.816 -3.814

Properties
Highest occupied orbital energy   -7.57 eV
Lowest unoccupied orbital energy   -0.745 eV
HOMO-LUMO gap   6.82 eV
E   -205442.6954 eV

***

Entry 8:
Below is a structure of composition C2H5Br2N2 in a non-equilibrium geometry, with properties calculated with wB97M-V/def2-TZVPD.

Cartesian coordinates (Å):
C -0.646 -0.492 -0.512
C 2.085 1.908 0.939
N -0.425 -1.688 0.013
N -1.722 -0.224 -1.237
Br 2.002 1.828 2.780
Br 0.640 1.462 0.001
H 3.073 1.761 0.575
H 0.474 -1.945 0.533
H -1.149 -2.327 0.135
H -1.881 0.568 -1.903
H -2.453 -0.853 -1.324

Properties
Highest occupied orbital energy (spin up / spin down)   -12.66 / -13.13 eV
Lowest unoccupied orbital energy (spin up / spin down)   -5.721 / -5.240 eV
HOMO-LUMO gap (spin up / spin down)   6.94 / 7.89 eV
E   -145209.7444 eV
Charge   +1
Energy relative to the best compared isomer or geometry (same formula, charge and spin)   72.5 kcal/mol